Entry 1:
C4H12N2O | the ωB97M-V functional and the def2-TZVPD basis

Geometry as XYZ:
```
19
Properties=species:S:1:pos:R:3:forces:R:3
C -0.8743 0.8457 -0.4234 -0.15 0.45 0.43
C -0.7984 0.0601 0.8825 1.21 -2.98 -1.96
C 0.5945 0.0564 1.4799 -0.65 1.75 2.58
C 1.2071 -1.0060 2.0459 1.34 0.90 -2.19
N 1.0543 1.3905 1.7157 -0.28 -0.99 -0.33
N 0.0650 0.4410 -1.4474 0.63 -0.29 -0.69
H -0.7518 1.9053 -0.1633 -0.15 0.04 -0.37
H -1.8635 0.6763 -0.8359 -0.37 0.33 0.10
H -1.6845 0.2084 1.5033 0.51 0.36 0.34
H -0.8210 -1.0111 0.5465 -0.77 0.57 0.26
H 2.3186 -0.8047 2.2613 -1.85 -0.91 0.23
H 0.8065 -1.9548 1.6792 0.57 -0.09 0.70
H 0.2309 1.9828 1.6971 0.57 0.36 0.36
H 1.5842 1.4373 2.5813 -0.19 0.33 -0.30
H 0.8118 -0.1849 -1.1997 0.04 -0.14 0.75
H 0.5141 1.1917 -1.9500 -0.28 0.24 0.13
H -0.8873 -1.7971 -4.2396 -0.10 -0.03 0.23
H -0.3626 -1.5712 -2.8229 -0.29 0.26 0.01
O -1.1435 -1.8656 -3.3105 0.22 -0.17 -0.27
```
Positions in Å, forces in eV/Å.

Properties
Frontier orbital gap: 0.3503 hartree
Total energy: -344.30448 Eh
Charge: 0
ΔE to the lowest compared entry with this formula, charge and spin: 50.54 kcal/mol
SMILES: C=C(N)CCN.O
HOMO: -8.62 eV

Quick look at the Löwdin charges, all values in e: C -0.29; C -0.17; C -0.45; C 0.01; N 0.07; N 0.00; H 0.10; H 0.10; H 0.12; H 0.12; H 0.09; H 0.05; H 0.07; H 0.09; H 0.07; H 0.07; H 0.03; H 0.00; O -0.08

***

Entry 2:
C4H12N2O | the ωB97M-V functional and the def2-TZVPD basis

Geometry as XYZ:
```
19
Properties=species:S:1:pos:R:3:forces:R:3
C -0.4346 0.4312 0.8511 -1.87 -3.63 -4.06
C -0.6601 0.1593 -2.0876 -0.03 0.01 0.45
C -0.4020 -1.9377 -0.9439 -0.21 0.35 0.32
C 1.1421 1.7952 1.8459 1.30 -1.02 -1.82
N -0.7483 -0.5445 -0.8305 -1.21 0.20 1.11
N 0.7799 0.6101 0.3140 1.73 3.82 4.02
O -0.7309 -0.4534 1.8249 0.19 0.44 0.11
H -0.0366 -1.1251 1.8616 -0.09 -0.01 -0.01
H 1.3876 -0.1898 0.4764 -0.04 -0.07 0.07
H -1.1577 1.2351 0.7925 0.12 -0.01 0.03
H -0.8459 1.2267 -1.9418 0.04 -0.03 0.00
H -1.4194 -0.2087 -2.7967 0.07 0.02 0.05
H 0.3208 0.0541 -2.5798 0.05 0.05 -0.01
H -1.0679 -2.4581 -1.6531 0.08 0.04 0.04
H 0.6298 -2.1140 -1.2934 0.11 -0.04 -0.04
H -0.5281 -2.4559 0.0144 0.00 0.05 0.01
H 0.8524 2.7702 1.4682 0.02 -0.15 -0.10
H 0.7005 1.5564 2.8105 -0.28 -0.38 -0.32
H 2.2184 1.6488 1.8673 0.01 0.38 0.16
```
Positions in Å, forces in eV/Å.

Properties
Frontier orbital gap (spin up / spin down): 0.2698 / 0.2699 hartree
Total energy: -344.16266 Eh
Charge: 0
ΔE to the lowest compared entry with this formula, charge and spin: 139.54 kcal/mol
HOMO (spin up / spin down): -6.65 / -6.66 eV

Quick look at the Löwdin charges, all values in e: C -0.40; C -0.19; C -0.19; C 0.03; N -0.24; N 0.09; O 0.05; H 0.11; H 0.10; H 0.15; H 0.06; H 0.07; H 0.06; H 0.07; H 0.07; H 0.06; H 0.04; H 0.04; H 0.03